Entry 1
The following is a quantum chemistry calculation of a cluster of 2 separate species, C3H10N in total, from the Open Molecules 2025 dataset.

CARTESIAN COORDINATES (ANGSTROEM)
1 C 0.3161 -0.4565 -0.5452
2 C -0.0645 0.2629 0.8408
3 C -0.2581 1.7370 0.3430
4 N 0.5001 -1.9634 -0.2961
5 H 1.1935 0.0341 -0.9418
6 H -0.2932 -0.0299 -1.5261
7 H -0.9359 0.6579 1.4193
8 H 0.7097 -0.0874 1.5174
9 H -0.6548 2.3992 1.1069
10 H -0.8700 1.9005 -0.5575
11 H 0.7898 2.0937 0.0819
12 H -0.0747 -2.3862 0.4135
13 H -1.1068 -1.6572 -0.6973
14 H 0.7488 -2.5047 -1.1587

Properties
charge = +1
LUMO energy = -7.39 eV
HOMO-LUMO gap = 6.99 eV
HOMO = -14.39 eV

---

Entry 2
The following is a quantum chemistry calculation of a cluster of 2 separate species, C3H10N in total, from the Open Molecules 2025 dataset.

CARTESIAN COORDINATES (ANGSTROEM)
1 N -0.1548 1.1658 -1.6050
2 H -0.9226 0.5333 -1.8329
3 H 0.2180 0.9110 -0.6432
4 H 0.5908 1.0772 -2.2958
5 H -0.4972 2.1282 -1.5795
6 C -0.4550 -1.5550 0.4427
7 C 0.5992 -0.5800 0.8595
8 C 0.4195 0.5886 1.4723
9 H -0.4248 -2.4283 1.0939
10 H -1.4625 -1.1388 0.4596
11 H -0.2417 -1.9329 -0.5623
12 H 1.6220 -0.8859 0.6555
13 H 1.2766 1.1669 1.7887
14 H -0.5676 0.9500 1.7467

Properties
charge = +1
LUMO energy = -3.98 eV
HOMO-LUMO gap = 10.35 eV
HOMO = -14.32 eV

---

Entry 3
The following is a quantum chemistry calculation of a cluster of 2 separate species, C3H10N in total, from the Open Molecules 2025 dataset.

CARTESIAN COORDINATES (ANGSTROEM)
1 C 0.1673 0.4383 -0.9760
2 C -0.2238 -0.0714 0.4469
3 C -1.4444 -0.8834 0.6814
4 N 1.5039 0.6148 -0.9570
5 H -0.1019 -0.4032 -1.6232
6 H -0.4129 1.3350 -1.2099
7 H -0.3273 0.7705 1.1431
8 H 0.8286 -0.4810 0.6947
9 H -1.5761 -1.0847 1.7382
10 H -2.3048 -0.2862 0.3615
11 H -1.5302 -1.8245 0.1486
12 H 2.0390 1.3773 -1.3578
13 H 1.5253 0.0776 0.8287
14 H 1.8573 0.4210 0.0809

Properties
charge = +1
LUMO energy = -7.02 eV
HOMO-LUMO gap = 8.22 eV
HOMO = -15.24 eV

---

Name the least stable of them. entry 1.

---

Entry 1
The following is a quantum chemistry calculation of a structure of composition C5H8NO, from the Open Molecules 2025 dataset.

CARTESIAN COORDINATES (ANGSTROEM)
1 C -0.1027 0.9009 0.1099
2 C 0.1805 -0.1414 -0.7089
3 C -0.4596 0.8842 1.4678
4 C 0.4512 0.1029 -2.1192
5 C -0.6861 -0.1962 2.3559
6 N -0.3642 2.6770 2.1462
7 O -0.7391 3.3514 1.3332
8 H -0.1991 1.9041 -0.3996
9 H 0.2595 -1.0546 -0.2483
10 H -0.5148 -0.3624 -2.5372
11 H 0.5081 1.1044 -2.4283
12 H 1.1843 -0.5844 -2.5775
13 H -0.6069 -0.0178 3.4279
14 H -1.8663 0.0106 2.0734
15 H -0.3903 -1.2489 1.9315

Properties
charge = +1
LUMO energy = -6.05 eV
HOMO-LUMO gap = 7.86 eV
HOMO = -13.92 eV

---

Entry 2
The following is a quantum chemistry calculation of a cluster of 2 separate species, C5H8NO in total, from the Open Molecules 2025 dataset.

CARTESIAN COORDINATES (ANGSTROEM)
1 C 1.8405 -2.3542 1.5736
2 C 1.6347 -1.7395 0.4776
3 C -1.8400 1.9612 -1.1438
4 C -1.1785 1.4671 0.0632
5 C 1.3789 -1.0144 -0.5858
6 N -2.1838 2.2443 0.2590
7 O -0.2575 0.8180 0.5303
8 H 2.8504 -2.7863 1.9409
9 H -1.4524 2.6703 -1.8061
10 H -2.4939 1.3521 -1.6189
11 H 1.8865 -0.0802 -0.7146
12 H 1.2768 -1.4026 -1.7081
13 H 1.2059 -2.6761 2.2940
14 H -3.0493 2.0722 0.7768
15 H 0.3816 -0.5320 -0.3380

Properties
charge = +1
LUMO energy = -5.72 eV
HOMO-LUMO gap = 8.01 eV
HOMO = -13.73 eV

---

Name the least stable of them. entry 1.